Run P
30
Properties=species:S:1:pos:R:3 method="wB97M-V/def2-TZVPD" orbital_gap_ev=10.0 smiles=O.O.O.O.O.O.O.O.O.O spin_multiplicity=1 lumo_energy_ev=-0.1 molar_mass_g_mol=180.15
O -0.40407 0.13633 -0.24680
H 0.18793 0.74533 -0.15780
H -0.75307 -0.24267 0.53620
O -3.01107 0.08133 -1.42480
H -2.02407 0.02933 -1.28380
H -3.22707 1.01633 -1.20580
O 1.48493 -2.21867 0.02620
H 1.11593 -2.98567 -0.29980
H 1.13793 -1.52367 -0.55380
O 3.44193 0.75333 -0.75280
H 4.07093 0.27233 -1.20280
H 2.82393 0.94233 -1.46780
O 0.85993 0.79233 3.38220
H 0.13493 0.27033 2.97420
H 0.48793 0.97633 4.22820
O -0.28207 3.13333 0.50320
H 0.10293 3.45033 1.32420
H -1.11807 3.57733 0.36820
O -1.10807 -1.13767 2.34320
H -1.91507 -0.85467 2.10920
H -0.88607 -1.28967 3.08420
O -1.82207 -3.51867 0.92520
H -1.52607 -2.82967 1.63420
H -2.78107 -3.93267 1.10520
O 1.35593 1.78733 -2.23680
H 1.47593 2.40333 -3.01780
H 0.54993 2.16033 -1.91280
O 0.77793 -0.95667 -2.83480
H 0.75593 -0.10367 -2.67180
H 0.09293 -0.93367 -3.27380

***

Run Q
30
Properties=species:S:1:pos:R:3 method="wB97M-V/def2-TZVPD" orbital_gap_ev=8.4 smiles=O.O.O.O.O.O.O.O.O.O spin_multiplicity=1 lumo_energy_ev=-0.8 molar_mass_g_mol=180.15
O 2.09157 -1.62000 -3.10033
H 3.11657 -1.93100 -3.02833
H 2.16557 -0.68800 -2.72633
O -1.63243 2.44400 -0.36733
H -1.79843 3.24400 0.13767
H -1.23043 2.74900 -1.09033
O -0.68343 0.70600 2.56667
H -0.73043 1.65100 2.76667
H -1.56243 0.61500 2.47767
O -1.31443 -2.77600 2.00667
H -0.53943 -2.46000 1.71867
H -1.41943 -2.45300 2.86867
O 1.22557 3.31000 -0.09933
H 1.42057 3.63100 0.84967
H 0.32957 3.19800 -0.08233
O -0.13043 -0.33100 -0.21233
H 0.66157 -0.07400 -0.75933
H -0.55543 0.40300 0.21667
O -2.67643 -2.07500 -0.29833
H -2.26143 -2.28400 0.50267
H -3.16343 -1.26900 -0.17633
O 1.15557 -1.54800 1.86367
H 0.77857 -0.78000 1.41567
H 1.73657 -1.05800 2.44567
O 1.93557 0.88000 -1.27633
H 2.67657 0.54000 -0.80933
H 1.81657 1.86100 -0.85133
O -0.73043 -1.33800 -2.61233
H -0.91543 -1.14500 -1.66033
H 0.23357 -1.40200 -2.68633

***

Relative energies, unit kJ/mol: run P 235.0; run Q 0.0

***

Run P
24
Properties=species:S:1:pos:R:3 method="wB97M-V/def2-TZVPD" orbital_gap_ev=10.3 smiles="CNC(C)=O.CNC(C)=O" spin_multiplicity=1 lumo_energy_ev=0.4 molar_mass_g_mol=146.19
C -2.87426 1.31560 -1.14637
C 0.49976 2.17483 0.43343
C -1.75434 2.28370 -0.74553
O -1.62445 3.40427 -1.19862
N -0.87020 1.74420 0.12474
H -2.57052 0.67304 -1.97045
H -1.13415 0.86873 0.51495
H 0.61501 3.24607 0.29251
H -2.99640 0.63008 -0.31332
H -3.80743 1.81044 -1.37441
H 0.72296 1.87460 1.45056
H 1.10916 1.70139 -0.33955
C 0.47458 -2.36123 2.00623
C 1.89926 -1.20210 -1.30337
C 1.63428 -2.10676 -0.12191
O 2.15179 -3.18361 0.04514
N 0.72465 -1.60969 0.78167
H 0.63433 -0.60098 0.79756
H 1.40798 -2.78477 2.35694
H 2.78375 -0.56660 -1.16553
H -0.11784 -1.79045 2.71609
H -0.23803 -3.15243 1.75236
H 2.26294 -1.83893 -2.10946
H 1.06717 -0.52938 -1.48368

***

Run Q
24
Properties=species:S:1:pos:R:3 method="wB97M-V/def2-TZVPD" orbital_gap_ev=10.2 smiles="CCNC=O.CCNC=O" spin_multiplicity=1 lumo_energy_ev=0.7 molar_mass_g_mol=146.19
O 1.93438 1.86696 1.18274
C 2.44647 3.01746 1.21720
N 2.54747 3.69423 0.12392
C 2.56750 4.07939 -2.39997
C 2.47501 3.08843 -1.21582
H 2.69590 3.60286 2.13524
H 2.74045 4.69370 0.22558
H 2.66696 3.50374 -3.33557
H 3.42817 4.76396 -2.31492
H 1.64401 4.68018 -2.45304
H 1.51957 2.53177 -1.26802
H 3.29696 2.34692 -1.21527
O -2.73196 -3.97984 -1.54590
C -1.79214 -3.45409 -0.95082
N -1.84608 -2.98506 0.28827
C -2.90110 -4.24363 2.07656
C -3.02110 -3.00066 1.13925
H -0.86158 -3.12526 -1.47391
H -1.11005 -2.32449 0.54985
H -2.85602 -5.17700 1.49054
H -3.81617 -4.25862 2.69222
H -2.02632 -4.20680 2.74737
H -3.96028 -3.03646 0.55434
H -3.04004 -2.07769 1.75016

***

Relative energies, unit kJ/mol: run P 0.0; run Q 47.7

***

Run P
76
Properties=species:S:1:pos:R:3 method="wB97M-V/def2-TZVPD" orbital_gap_ev=6.4 spin_multiplicity=1 lumo_energy_ev=-0.6 molar_mass_g_mol=861.00
Zr -0.17845 -0.12202 0.53718
O -1.51495 0.31441 7.25899
C -1.08338 0.11450 6.15575
S -0.00044 1.23391 5.30129
C 0.07959 0.33621 3.79941
C -0.56626 -0.83976 3.75053
S -0.65912 -1.89435 2.35264
S -1.41940 -1.33474 5.19968
S 0.96553 1.09319 2.47491
C -7.67065 2.40626 -1.63649
O -6.28624 2.38814 -1.32773
C -5.56848 3.51158 -1.59214
C -6.08163 4.67074 -2.15116
C -5.24860 5.76618 -2.35619
C -3.91841 5.71266 -1.98498
C -3.40375 4.55667 -1.40974
C -4.21332 3.44563 -1.23482
N -3.76936 2.24192 -0.64917
C -2.51874 1.71394 -0.69393
N -1.76240 2.04223 -1.74610
C -0.34843 2.06350 -1.87694
C 0.53604 1.43598 -1.00595
C 1.90312 1.64183 -1.27166
C 2.35299 2.39335 -2.33888
C 1.44333 2.98771 -3.20902
C 0.09351 2.82992 -2.97157
O -0.89785 3.38755 -3.73677
C -0.50880 4.19408 -4.83319
N -2.12471 0.87129 0.23912
C -2.83586 0.90032 1.48668
C -3.62855 -0.16449 1.88913
C -4.21431 -0.16768 3.14523
C -3.99174 0.90195 4.00001
C -3.21878 1.98456 3.60536
C -2.64648 1.99729 2.33847
O -1.91610 3.01403 1.82758
C -1.48780 4.02654 2.72612
H -8.05591 1.43464 -1.34323
H -7.83174 2.55303 -2.70657
H -8.18845 3.18811 -1.07689
H -7.12311 4.72847 -2.43134
H -5.65588 6.66592 -2.79790
H -3.27506 6.57096 -2.12295
H -2.37155 4.52331 -1.08577
H -4.42860 1.76701 -0.05009
H -2.23801 2.56067 -2.47123
H 2.64581 1.19998 -0.61769
H 3.41456 2.52182 -2.51063
H 1.79492 3.57009 -4.04821
H -1.42852 4.54935 -5.28914
H 0.06082 3.61650 -5.56434
H 0.08662 5.04752 -4.50088
H -3.73545 -1.00965 1.22098
H -4.81014 -1.01192 3.46323
H -4.41990 0.89794 4.99418
H -3.05619 2.80602 4.28840
H -0.81464 4.66199 2.15840
H -0.95002 3.59152 3.57013
H -2.33348 4.61730 3.08628
Cl -1.16740 -3.40756 -3.15520
C 0.37587 -3.21212 -2.40999
C 1.45732 -3.99858 -2.86059
C 2.68756 -3.88297 -2.28754
Cl 3.99537 -4.87397 -2.85414
C 2.91612 -2.96376 -1.23124
C 4.14114 -2.77704 -0.55646
C 4.21640 -1.86310 0.45707
C 3.07953 -1.11110 0.79855
N 1.92871 -1.25124 0.18057
C 1.82970 -2.17893 -0.81433
C 0.53422 -2.31039 -1.38848
O -0.41906 -1.54036 -0.90013
H 1.29318 -4.70164 -3.66474
H 5.00250 -3.36429 -0.84356
H 5.13567 -1.70579 1.00273
H 3.10494 -0.37931 1.59684

***

Run Q
76
Properties=species:S:1:pos:R:3 method="wB97M-V/def2-TZVPD" orbital_gap_ev=6.1 spin_multiplicity=1 lumo_energy_ev=-0.9 molar_mass_g_mol=861.00
Zr -0.50370 -0.32773 -0.05581
O -1.18845 -4.86331 -5.30950
C -1.22839 -4.08025 -4.39948
S -1.13873 -2.31963 -4.60584
C -1.18656 -1.90868 -2.90289
C -1.28790 -2.92382 -2.02729
S -1.36753 -2.76114 -0.28804
S -1.39377 -4.54044 -2.69871
S -1.10130 -0.20244 -2.50216
C 5.46480 -0.40556 2.85874
O 5.23693 0.74948 2.05030
C 5.79412 0.66976 0.79295
C 6.95329 1.37741 0.52001
C 7.50589 1.33984 -0.75071
C 6.89669 0.59735 -1.75172
C 5.72544 -0.09272 -1.48417
C 5.16492 -0.05971 -0.21328
N 3.97502 -0.80680 0.04257
C 2.72786 -0.23609 0.12985
N 2.66061 0.95629 0.73014
C 1.71978 1.98880 0.46319
C 0.44667 1.74727 -0.01948
C -0.35038 2.88125 -0.26779
C 0.10529 4.16289 -0.03815
C 1.38794 4.37420 0.46933
C 2.19676 3.28534 0.72196
O 3.47319 3.35401 1.21204
C 3.99648 4.63608 1.49692
N 1.66836 -0.88468 -0.31085
C 1.93472 -1.92137 -1.26813
C 1.86187 -3.26494 -0.94021
C 2.06148 -4.23941 -1.90822
C 2.32476 -3.85988 -3.21359
C 2.42046 -2.51722 -3.55602
C 2.24420 -1.54194 -2.58258
O 2.38066 -0.21145 -2.79375
C 2.28535 0.25222 -4.13255
H 4.96445 -0.22241 3.80653
H 6.53469 -0.54243 3.02962
H 5.05175 -1.29977 2.38790
H 7.40783 1.95112 1.31716
H 8.41254 1.89220 -0.95864
H 7.32425 0.56754 -2.74476
H 5.21737 -0.65351 -2.26010
H 3.95328 -1.70740 -0.41709
H 3.49830 1.25606 1.21446
H -1.36598 2.75191 -0.62944
H -0.53389 5.01496 -0.23308
H 1.73670 5.37926 0.65797
H 5.00186 4.47500 1.87673
H 3.39844 5.14711 2.25552
H 4.04188 5.25233 0.59558
H 1.59736 -3.54192 0.07209
H 1.97287 -5.28541 -1.64962
H 2.44719 -4.61114 -3.98297
H 2.62029 -2.23499 -4.57995
H 2.22070 1.33477 -4.07041
H 1.38495 -0.13855 -4.61040
H 3.16901 -0.02711 -4.71283
Cl -3.96802 2.17570 2.52328
C -2.64163 1.34556 3.24155
C -2.43682 1.44657 4.63390
C -1.40183 0.80106 5.24012
Cl -1.18430 0.94508 6.95603
C -0.49533 0.01518 4.48381
C 0.60370 -0.69886 5.00005
C 1.40196 -1.41699 4.15131
C 1.12204 -1.41551 2.77705
N 0.10696 -0.75942 2.25993
C -0.71056 -0.05882 3.09619
C -1.80210 0.59402 2.45650
O -1.92745 0.41704 1.15757
H -3.12138 2.04581 5.21752
H 0.80128 -0.67342 6.06315
H 2.24601 -1.98241 4.51986
H 1.74555 -1.96232 2.07997

***

Relative energies, unit kJ/mol: run P 0.0; run Q 14.8